# 1
Here is C51H44GeN2O8PReSSe as an isolated structure from the OMol25 dataset. Energies are from ωB97M-V with the def2-TZVPD basis set.

Structure (XYZ):
```
110
Properties=species:S:1:pos:R:3:forces:R:3:mulliken_charge:R:1
Re -0.10460 -1.24114 0.91118 0.40 -0.21 -0.14 0.8233
C 4.01636 -5.47533 -2.86172 -0.01 -0.01 0.01 -0.5801
C 2.94035 -6.22472 -2.40490 0.04 0.01 -0.03 -0.6620
C 1.97893 -5.63942 -1.59464 -0.05 -0.04 -0.01 -0.5010
C 2.08096 -4.29595 -1.23522 0.03 -0.03 0.03 0.2706
C 3.16842 -3.55347 -1.68643 0.06 0.04 -0.02 -0.2634
C 4.13029 -4.14190 -2.49546 -0.02 -0.02 0.01 -0.8359
P 0.84620 -3.50849 -0.14455 -0.08 0.04 0.25 1.9709
C -0.56825 -4.65246 -0.30296 0.00 -0.01 0.02 0.0350
C -1.09315 -5.33323 0.78625 0.03 0.02 -0.05 -0.5826
C -2.22646 -6.12068 0.62203 0.00 0.01 0.03 0.6776
C -2.83869 -6.22564 -0.61779 0.00 0.00 -0.03 -0.8507
C -2.31266 -5.53625 -1.70227 0.00 -0.01 0.02 -0.7489
C -1.18335 -4.75351 -1.55198 0.01 0.04 0.00 -0.2472
C 1.41531 -3.62371 1.56443 -0.01 -0.06 -0.21 -0.0830
C 2.22477 -4.56720 2.17907 0.03 -0.03 0.02 -0.5153
C 2.55681 -4.38075 3.51313 0.00 -0.02 -0.06 -0.7591
C 2.08085 -3.26361 4.19487 -0.01 -0.01 0.01 -0.8862
C 1.27658 -2.32200 3.56940 -0.02 0.08 0.05 -0.1785
C 0.92689 -2.48755 2.22536 0.05 -0.03 0.17 0.2602
H 4.76643 -5.93137 -3.49626 0.00 -0.01 0.00 0.3709
H 2.84527 -7.26813 -2.67939 0.01 0.00 0.00 0.4155
H 1.13779 -6.23071 -1.25204 0.06 0.02 -0.01 0.4279
H 3.27302 -2.52632 -1.36902 -0.02 0.06 -0.05 0.4118
H 4.97414 -3.55380 -2.83523 -0.01 -0.01 0.00 0.4337
H -0.64641 -5.24985 1.76872 0.01 0.00 0.01 0.3929
H -3.52835 -7.20986 1.50122 -0.02 -0.01 0.00 0.2686
H -3.72929 -6.83457 -0.73274 0.00 0.00 0.00 0.2749
H -2.80186 -5.60127 -2.66577 0.00 0.01 0.00 0.3979
H -0.78759 -4.20450 -2.39943 0.00 0.00 -0.01 0.3731
H 2.60234 -5.41671 1.62051 0.00 -0.01 0.01 0.4860
H 3.19121 -5.09621 4.02241 0.00 -0.01 -0.01 0.3562
H 2.34416 -3.12471 5.23705 0.00 0.01 0.00 0.4123
H 0.90925 -1.47109 4.13083 0.03 -0.02 -0.02 0.3779
C -4.99198 3.88119 0.61900 0.01 -0.01 -0.01 -1.6810
C -4.43700 2.53012 0.25930 -0.03 0.01 -0.06 1.3061
C -4.56630 1.45864 1.13307 -0.02 -0.05 -0.03 -0.9564
C -3.97791 0.23069 0.86333 -0.05 0.09 0.03 -0.2560
C -3.26917 0.08754 -0.31283 -0.01 -0.03 0.01 0.0795
C -3.13953 1.13417 -1.21895 0.02 0.01 0.02 -0.6431
C -3.72213 2.35149 -0.92728 -0.03 0.01 0.03 -0.8416
S -2.43671 -1.41507 -0.69065 -0.16 0.10 -0.06 1.7282
O -3.21345 -2.19294 -1.60996 -0.06 -0.05 0.00 -0.7415
O -2.11160 -2.08476 0.60185 -0.03 -0.04 0.09 -0.8442
N -0.99824 -0.93751 -1.14840 -0.02 0.09 -0.03 -0.1103
C -0.45742 -1.03273 -2.41866 0.02 0.05 -0.10 -0.0455
C -1.21526 -1.29580 -3.57371 -0.09 -0.03 -0.07 -0.9550
C -0.57183 -1.34223 -4.79159 0.00 0.02 0.00 -0.8519
C 0.79803 -1.11468 -4.86176 0.01 -0.01 0.04 -1.1540
C 1.45429 -0.86181 -3.67211 0.08 -0.03 -0.02 -0.5307
N 0.86019 -0.82806 -2.48230 -0.01 -0.05 0.11 0.8704
H -4.28127 4.42437 1.24797 0.00 0.01 -0.01 0.2753
H -5.92261 3.79015 1.17943 0.00 0.00 0.00 0.4015
H -5.17784 4.48489 -0.26960 0.00 0.00 0.00 0.4319
H -5.09110 1.57942 2.07292 0.00 0.01 0.01 0.2820
H -4.02706 -0.55045 1.60752 0.05 -0.06 0.02 0.5803
H -2.55145 1.01647 -2.12037 0.00 -0.01 0.00 0.3125
H -3.58922 3.18225 -1.61154 -0.01 0.00 0.00 0.3567
H -2.27878 -1.46634 -3.50067 0.04 0.00 -0.01 0.6079
H -1.14180 -1.54605 -5.69017 -0.01 0.00 0.01 0.4401
H 1.33477 -1.13666 -5.79970 0.01 0.01 0.01 0.4258
H 2.52457 -0.67605 -3.66259 -0.01 -0.02 0.00 0.4780
O -1.01288 -0.74972 5.07091 -0.05 0.09 0.00 -0.7187
Se -1.88121 -1.24417 3.78480 -0.13 0.06 -0.02 0.9169
O -3.29124 -0.42174 3.74140 0.07 -0.02 -0.03 -0.6934
O -0.92388 -0.33832 2.34291 0.02 0.04 -0.14 -0.2938
O -2.69733 -6.78000 1.72377 0.02 0.01 0.01 -0.5538
O 3.18285 -1.18483 0.25133 -0.02 0.02 -0.02 -0.7454
C 2.60582 -0.11389 0.23111 -0.15 -0.09 0.08 0.5821
O 1.37297 0.07304 0.64176 0.01 0.06 0.00 0.3705
C 3.27435 1.13382 -0.30845 0.03 0.06 0.07 -0.9097
C 3.09531 2.41633 0.50855 -0.04 -0.05 0.05 -1.3275
Ge 1.37885 3.38461 0.54156 0.05 -0.01 -0.05 2.1875
C 1.89962 5.26061 0.85243 -0.01 0.00 0.02 -0.4946
C 1.39806 5.97928 1.93602 0.03 0.01 0.00 -0.3233
C 1.75350 7.30843 2.13960 -0.01 -0.02 0.01 -0.7673
C 2.61752 7.94083 1.25830 0.00 0.00 0.00 -0.4002
C 3.12706 7.23966 0.17258 0.00 -0.01 -0.01 -0.7996
C 2.76852 5.91338 -0.02345 0.01 0.03 0.02 -0.0180
C 0.45200 3.41924 -1.18359 -0.01 0.07 -0.02 -0.6429
C 0.28467 2.27408 -1.96021 -0.04 0.02 0.03 1.5054
C -0.35530 2.33521 -3.19294 -0.01 -0.04 0.03 -0.6250
C -0.87242 3.53818 -3.65151 0.00 0.02 -0.01 -0.7089
C -0.73838 4.68371 -2.87754 0.00 -0.02 0.01 -0.9529
C -0.07291 4.62323 -1.65999 0.01 -0.01 -0.02 -0.3522
C 0.17945 2.90698 1.97750 0.05 -0.04 0.00 0.9864
C 0.67839 2.44118 3.19229 -0.04 0.02 0.00 -1.0732
C -0.17551 2.16435 4.24713 0.00 -0.03 0.02 -0.4223
C -1.54189 2.35549 4.10183 0.02 -0.02 -0.02 -0.5482
C -2.04733 2.82671 2.90117 -0.02 0.01 0.06 0.1175
C -1.19248 3.10040 1.84327 -0.04 -0.02 -0.07 -0.3891
H 2.89456 1.27599 -1.32325 -0.04 -0.02 -0.08 0.1548
H 4.33409 0.89059 -0.39606 -0.01 0.00 -0.01 0.5496
H 3.82050 3.15256 0.15061 -0.02 0.00 0.00 0.4998
H 3.35534 2.23030 1.55456 0.03 -0.01 0.00 0.4532
H 0.72122 5.49287 2.63026 0.00 0.00 0.00 0.3424
H 1.35269 7.84910 2.98863 0.00 0.00 0.00 0.3893
H 2.89369 8.97657 1.41481 0.00 0.00 0.00 0.3555
H 3.80129 7.72742 -0.52139 0.00 0.00 0.00 0.3740
H 3.16741 5.38246 -0.88295 0.00 0.00 0.00 0.3329
H 0.64215 1.31726 -1.60263 0.04 0.02 0.02 -0.3426
H -0.45499 1.43633 -3.79124 -0.01 -0.01 0.00 0.1800
H -1.37655 3.58369 -4.60981 0.00 0.00 0.01 0.4041
H -1.14364 5.62680 -3.22495 0.00 0.00 0.00 0.3832
H 0.04444 5.52920 -1.07523 -0.01 -0.01 -0.01 0.3924
H 1.74130 2.25804 3.31155 0.01 0.00 0.00 0.1494
H 0.20946 1.73942 5.16360 -0.01 -0.01 0.02 0.2205
H -2.21411 2.06933 4.89827 0.00 -0.01 0.02 0.1825
H -3.11778 2.93636 2.77767 0.06 0.02 0.03 0.1432
H -1.60510 3.43546 0.89480 0.02 0.00 0.01 0.2213
```
Forces are in eV/Å.

## Properties
Energy, eV: -217079.5221
Multiplicity: 4
Total charge: -1



# 2
Here is C8H10 as an isolated structure in a non-equilibrium geometry from the OMol25 dataset. Energies are from ωB97M-V with the def2-TZVPD basis set.

Structure (XYZ):
```
18
Properties=species:S:1:pos:R:3:forces:R:3:mulliken_charge:R:1
C 1.52768 1.07580 1.70686 4.80 4.35 -0.64 -0.9502
C 1.67010 -0.04618 0.66431 -0.04 6.63 -4.34 -0.7180
C 0.38569 -0.19529 -0.04309 -3.66 -0.70 -1.91 0.7797
C -0.70242 -1.00528 0.52291 0.93 1.78 -0.76 -0.4172
C -1.92655 -1.15972 -0.18070 -0.69 -2.17 2.18 -0.2365
C -2.08283 -0.52642 -1.39052 -5.40 -3.19 -0.66 -0.3407
C -1.08462 0.12199 -1.92221 2.60 4.46 -4.75 -0.0950
C 0.13524 0.40272 -1.35299 -7.47 -8.31 8.63 -1.1549
H 2.64840 1.37786 2.39529 -3.35 -1.37 -2.12 0.2283
H 0.82106 0.76569 2.37723 -1.83 -0.39 2.00 0.3852
H 1.27242 2.17838 1.29126 0.28 -2.81 0.68 0.2541
H 2.36575 0.27835 -0.24690 -0.52 -1.16 2.53 0.2579
H 1.82809 -0.84917 1.18653 1.88 -4.85 2.33 0.4001
H -0.53877 -1.30111 1.57436 -0.33 -0.45 -0.77 0.2827
H -2.78413 -1.92634 0.17937 2.18 2.15 -0.54 0.2082
H -3.08108 -0.72855 -2.04822 2.51 0.62 1.82 0.1839
H -1.20973 0.63383 -2.95734 -0.06 -1.06 1.68 0.1817
H 0.75572 0.90346 -1.75615 8.17 6.50 -5.37 0.7506
```
Forces are in eV/Å.

## Properties
Energy, eV: -8454.5380